{
  "formula": "C51H42Cl2N4OP2SZr",
  "method": "ωB97M-V/def2-TZVPD",
  "species": ["Zr", "O", "C", "N", "C", "C", "C", "C", "C", "C", "N", "C", "C", "C", "C", "C", "N", "H", "H", "H", "H", "H", "H", "H", "H", "H", "H", "C", "C", "P", "C", "C", "C", "C", "C", "C", "C", "C", "C", "C", "C", "C", "P", "C", "C", "C", "C", "C", "C", "C", "C", "C", "C", "C", "C", "H", "H", "H", "H", "H", "H", "H", "H", "H", "H", "H", "H", "H", "H", "H", "H", "H", "H", "H", "H", "H", "H", "H", "H", "Cl", "C", "C", "C", "C", "C", "Cl", "C", "S", "H", "H", "H", "N", "C", "C", "C", "C", "C", "C", "C", "H", "H", "H", "H", "H"],
  "coordinates": [[0.306752, 0.113433, 0.198713], [2.868725, 3.088303, 1.570719], [2.084138, 2.429296, 0.920810], [2.088618, 1.082211, 0.742447], [3.127817, 0.355415, 1.457259], [2.637180, -0.976741, 1.943449], [3.464049, -1.818653, 2.674540], [3.016716, -3.078387, 3.018893], [1.746342, -3.480555, 2.621838], [0.970264, -2.586059, 1.927983], [1.391428, -1.348353, 1.608431], [0.928869, 3.126063, 0.230512], [0.973474, 4.487648, 0.011347], [-0.080465, 5.086643, -0.662578], [-1.140943, 4.304149, -1.094236], [-1.121605, 2.948941, -0.826950], [-0.115358, 2.369746, -0.157593], [3.987077, 0.181324, 0.800193], [3.491475, 0.956307, 2.295069], [4.457309, -1.482721, 2.940193], [3.655584, -3.749533, 3.577503], [1.360659, -4.463407, 2.849989], [-0.024284, -2.857249, 1.601895], [1.835206, 5.037150, 0.363586], [-0.067092, 6.149848, -0.863389], [-1.971683, 4.724686, -1.642836], [-1.917028, 2.301630, -1.174068], [-3.602400, -0.939574, -0.230163], [-3.243728, -1.632501, 1.083779], [-1.947208, -0.691531, 1.977020], [-1.573298, -1.679545, 3.458761], [-2.277474, -2.853630, 3.725628], [-1.984278, -3.611609, 4.852667], [-0.994237, -3.199279, 5.730428], [-0.293266, -2.026850, 5.476219], [-0.574519, -1.276010, 4.347599], [-2.890842, 0.733827, 2.609035], [-3.151266, 1.815336, 1.769042], [-3.861557, 2.913486, 2.225469], [-4.312659, 2.946941, 3.539294], [-4.054841, 1.878091, 4.383004], [-3.347456, 0.773580, 3.923596], [-2.132970, -0.754819, -1.326858], [-2.039837, -2.416741, -2.064889], [-2.562150, -2.663282, -3.332901], [-2.549245, -3.950508, -3.853672], [-2.026089, -4.999544, -3.114453], [-1.503404, -4.761970, -1.850054], [-1.502172, -3.476739, -1.335702], [-2.703682, 0.317906, -2.673860], [-3.999892, 0.831279, -2.727407], [-4.385608, 1.649686, -3.781030], [-3.487906, 1.949301, -4.795359], [-2.202294, 1.424289, -4.760536], [-1.813096, 0.616537, -3.704507], [-4.051708, 0.034689, -0.034565], [-4.336843, -1.538530, -0.772617], [-2.904501, -2.653135, 0.895583], [-4.126391, -1.688566, 1.724307], [-3.065487, -3.194584, 3.068893], [-2.540107, -4.519168, 5.046628], [-0.771709, -3.785734, 6.611819], [0.481900, -1.700620, 6.157628], [-0.001419, -0.379636, 4.155992], [-2.791717, 1.809379, 0.747834], [-4.063314, 3.743135, 1.559870], [-4.865263, 3.803144, 3.902379], [-4.406551, 1.897624, 5.406060], [-3.153657, -0.049918, 4.598714], [-2.978870, -1.859712, -3.925386], [-2.953247, -4.129472, -4.841054], [-2.018416, -6.000642, -3.524169], [-1.081324, -5.574193, -1.273389], [-1.049811, -3.306529, -0.366047], [-4.724686, 0.597486, -1.959424], [-5.393368, 2.041466, -3.814835], [-3.793970, 2.579638, -5.619586], [-1.505450, 1.637352, -5.560484], [-0.817740, 0.190898, -3.703209], [1.353266, 1.250553, -2.298877], [1.757008, -0.063359, -3.382323], [2.117904, 0.241602, -4.678640], [2.396846, -0.809893, -5.539377], [2.294519, -2.118501, -5.096653], [1.926210, -2.387219, -3.787290], [1.799387, -4.036599, -3.290733], [1.658182, -1.355406, -2.881111], [1.313941, -1.724942, -1.200054], [2.182682, 1.270063, -5.004257], [2.690680, -0.608186, -6.559883], [2.499926, -2.945667, -5.761245], [0.018224, 1.375916, 2.502247], [-0.172984, 2.183930, 3.296815], [-0.444198, 3.213907, 4.254404], [-0.807840, 4.478520, 3.796414], [-1.096862, 5.464284, 4.723164], [-1.023585, 5.182334, 6.081862], [-0.661427, 3.917549, 6.528723], [-0.368852, 2.920547, 5.614786], [-0.860532, 4.676725, 2.733761], [-1.376073, 6.454252, 4.389915], [-1.247735, 5.958548, 6.801253], [-0.604098, 3.710355, 7.588216], [-0.085892, 1.929988, 5.945295]],
  "atomic_forces_ev_per_a": [[-0.219, -0.628, 0.024], [0.102, -0.028, -0.021], [-0.037, 0.061, -0.036], [0.066, 0.218, 0.078], [-0.002, 0.096, -0.034], [0.023, 0.064, 0.065], [-0.002, 0.009, -0.039], [0.032, -0.014, 0.014], [-0.042, 0.020, 0.002], [0.011, -0.020, -0.020], [0.039, 0.167, -0.005], [0.000, 0.009, 0.057], [-0.039, 0.013, 0.013], [0.041, 0.053, 0.006], [-0.048, -0.083, 0.003], [0.005, 0.027, 0.045], [0.275, -0.010, -0.075], [0.009, -0.014, 0.013], [0.002, -0.004, 0.003], [0.000, -0.009, 0.007], [-0.005, -0.001, 0.001], [0.013, -0.002, 0.004], [-0.009, -0.002, -0.004], [-0.001, 0.005, -0.005], [-0.003, -0.001, 0.001], [0.006, 0.015, 0.001], [-0.003, 0.026, -0.032], [-0.039, -0.096, -0.041], [-0.116, 0.012, 0.055], [0.106, -0.069, -0.152], [-0.125, -0.089, -0.031], [0.033, -0.027, 0.007], [0.015, 0.015, 0.009], [-0.004, 0.004, -0.004], [0.006, -0.009, 0.007], [0.032, 0.042, -0.010], [0.023, 0.001, 0.053], [-0.020, 0.012, -0.011], [0.001, 0.001, 0.015], [0.003, -0.002, -0.014], [0.007, -0.004, 0.012], [-0.026, 0.019, 0.015], [0.144, 0.264, -0.062], [0.047, 0.039, -0.095], [0.001, -0.043, -0.028], [0.000, 0.020, 0.000], [0.017, -0.006, 0.027], [-0.045, 0.006, -0.037], [0.010, -0.043, 0.080], [-0.190, -0.038, -0.003], [0.037, 0.059, 0.054], [0.041, 0.023, -0.033], [-0.038, 0.007, 0.006], [0.006, -0.008, 0.030], [0.040, 0.018, -0.049], [0.073, 0.030, 0.029], [-0.044, 0.045, 0.016], [0.069, 0.011, -0.003], [-0.017, -0.055, -0.035], [-0.003, 0.009, -0.012], [-0.003, 0.001, -0.004], [0.001, 0.001, -0.001], [-0.003, -0.001, 0.001], [-0.015, -0.007, -0.015], [0.004, -0.020, 0.005], [0.002, 0.001, -0.005], [0.001, 0.003, -0.004], [-0.001, 0.002, 0.000], [-0.002, -0.004, -0.016], [-0.010, 0.003, 0.019], [0.001, -0.004, 0.000], [0.001, 0.000, -0.001], [-0.001, -0.003, 0.000], [-0.022, 0.025, -0.021], [-0.004, -0.008, -0.017], [-0.003, -0.005, 0.001], [0.001, -0.001, 0.001], [0.001, 0.000, 0.000], [0.032, -0.032, 0.013], [-0.077, -0.155, -0.098], [-0.100, 0.088, 0.114], [-0.002, -0.070, -0.019], [-0.004, 0.004, -0.006], [-0.006, 0.014, 0.012], [-0.008, -0.055, -0.053], [0.017, 0.053, 0.000], [-0.185, -0.072, -0.070], [0.120, 0.217, 0.413], [0.003, 0.007, 0.005], [0.000, 0.005, 0.000], [0.002, 0.006, -0.009], [-0.011, -0.153, -0.102], [0.037, 0.181, 0.017], [0.001, -0.246, -0.086], [-0.009, 0.055, 0.049], [0.002, -0.007, -0.025], [-0.005, 0.010, 0.018], [0.010, -0.028, -0.021], [-0.026, 0.072, 0.048], [0.002, -0.002, -0.002], [0.000, 0.001, -0.001], [0.000, 0.001, -0.001], [-0.002, 0.009, 0.002], [0.000, -0.002, -0.003]],
  "charge": 2,
  "molar_mass_g_mol": 983.07,
  "max_force_ev_per_a": 0.67,
  "homo_energy_ev": -12.77,
  "e_lumo_ha": -0.21177,
  "gap_ev": 7.01
}

---

{
  "formula": "C51H42ClMnNO2P3",
  "method": "ωB97M-V/def2-TZVPD",
  "species": ["Mn", "Cl", "C", "C", "C", "C", "C", "C", "P", "C", "C", "C", "C", "C", "C", "C", "C", "C", "C", "C", "C", "H", "H", "H", "H", "H", "H", "H", "H", "H", "H", "H", "H", "H", "H", "O", "P", "C", "P", "O", "C", "C", "C", "C", "C", "C", "C", "C", "C", "C", "C", "C", "C", "C", "C", "C", "C", "C", "C", "C", "C", "C", "C", "C", "H", "H", "H", "H", "H", "H", "H", "H", "H", "H", "H", "H", "H", "H", "H", "H", "H", "H", "H", "H", "H", "H", "C", "C", "C", "C", "C", "C", "C", "C", "N", "H", "H", "H", "H", "H", "H"],
  "coordinates": [[1.107558, 0.028300, -0.889486], [3.333542, 0.105085, -0.974063], [3.998889, 1.712280, -0.749612], [5.355946, 1.879637, -0.588912], [5.834110, 3.169989, -0.392556], [4.961384, 4.246806, -0.362897], [3.597496, 4.055982, -0.547257], [3.099730, 2.775278, -0.752054], [1.366314, 2.389156, -1.147239], [1.473967, 2.023345, -2.940919], [0.505535, 1.158139, -3.475250], [0.581812, 0.760340, -4.805737], [1.617136, 1.219624, -5.606010], [2.567761, 2.087414, -5.083235], [2.505606, 2.484720, -3.755549], [0.493470, 3.956630, -0.947677], [0.170138, 4.379759, 0.341406], [-0.347980, 5.648045, 0.542380], [-0.548792, 6.492116, -0.542903], [-0.247178, 6.062170, -1.827562], [0.271636, 4.793291, -2.039686], [6.036184, 1.038068, -0.609066], [6.895477, 3.326765, -0.258532], [5.343390, 5.246212, -0.204442], [2.924548, 4.903671, -0.541803], [-0.365811, 0.898947, -2.882474], [-0.180335, 0.111418, -5.218766], [1.670675, 0.916835, -6.643256], [3.361781, 2.457912, -5.718358], [3.254038, 3.161245, -3.361220], [0.339171, 3.722198, 1.185698], [-0.589333, 5.984018, 1.542108], [-0.942544, 7.487260, -0.386148], [-0.407974, 6.721251, -2.670428], [0.503164, 4.462529, -3.043974], [-0.845028, -0.205694, -0.815271], [-2.047230, -0.118164, 0.120149], [-1.467134, 0.383351, 1.783606], [0.109420, -0.413500, 2.288860], [1.118709, -0.251393, 1.160405], [0.658064, 0.451809, 3.755654], [0.928487, 1.817458, 3.667883], [1.327347, 2.510946, 4.795076], [1.461355, 1.843812, 6.008277], [1.209130, 0.482635, 6.091933], [0.802250, -0.220050, 4.967534], [-0.176586, -2.137360, 2.698788], [-1.388658, -2.579218, 3.227403], [-1.520991, -3.895774, 3.640078], [-0.442981, -4.767310, 3.552979], [0.776851, -4.321007, 3.058549], [0.910858, -3.008726, 2.629742], [-3.178251, 1.155935, -0.426627], [-3.269974, 1.439596, -1.787941], [-4.174123, 2.390810, -2.229486], [-4.994765, 3.045813, -1.319742], [-4.914506, 2.752227, 0.035001], [-4.007180, 1.808087, 0.486397], [-2.890257, -1.697047, 0.220991], [-2.492448, -2.748666, -0.595342], [-3.180865, -3.952014, -0.544216], [-4.257323, -4.103258, 0.319487], [-4.667070, -3.043403, 1.118292], [-3.992621, -1.835578, 1.063452], [-2.231947, 0.221607, 2.545377], [-1.264382, 1.456116, 1.726932], [0.844721, 2.319864, 2.711784], [1.533092, 3.571308, 4.734256], [1.769726, 2.389504, 6.889768], [1.325270, -0.034148, 7.034978], [0.602623, -1.282252, 5.032918], [-2.227927, -1.904496, 3.333234], [-2.461375, -4.232603, 4.056042], [-0.546174, -5.788667, 3.895417], [1.629250, -4.988500, 3.030685], [1.872927, -2.640598, 2.287954], [-2.645221, 0.909671, -2.496176], [-4.247608, 2.615994, -3.284866], [-5.703212, 3.784968, -1.668459], [-5.561898, 3.256604, 0.739555], [-3.946973, 1.589088, 1.546487], [-1.674795, -2.601236, -1.288551], [-2.895766, -4.767109, -1.197741], [-4.796818, -5.040639, 0.350881], [-5.525658, -3.155367, 1.766993], [-4.339666, -0.997037, 1.657899], [1.502292, -2.673659, -1.225144], [1.088966, -3.927151, -1.565189], [0.510990, -4.821737, -0.598030], [0.379860, -6.146395, -0.882102], [0.819125, -6.644425, -2.131988], [1.272761, -5.770041, -3.144904], [1.380834, -4.439085, -2.879781], [0.807953, -8.046375, -2.360617], [0.825681, -9.187094, -2.511276], [2.039875, -2.112951, -1.989422], [1.504686, -2.380124, -0.175047], [0.194469, -4.433723, 0.362095], [-0.045448, -6.826751, -0.156341], [1.543793, -6.163191, -4.115396], [1.731026, -3.760143, -3.648618]],
  "atomic_forces_ev_per_a": [[-1.266, 1.227, 1.132], [1.188, -0.839, -0.124], [-0.102, 1.047, 0.130], [0.041, -0.335, -0.034], [-0.066, 0.100, 0.001], [0.047, 0.034, 0.011], [0.028, -0.042, -0.019], [-0.110, -0.349, 0.036], [0.137, 0.249, -0.693], [-0.150, 0.002, 0.003], [0.060, 0.298, -0.052], [-0.046, -0.047, 0.067], [-0.022, -0.031, 0.002], [0.056, 0.000, -0.053], [-0.022, -0.014, 0.031], [-0.039, -0.241, 0.042], [-0.039, -0.008, -0.054], [-0.030, -0.003, 0.053], [0.004, -0.032, -0.016], [-0.038, 0.052, -0.063], [-0.015, -0.038, 0.073], [-0.039, -0.011, 0.012], [0.002, -0.017, 0.004], [0.006, -0.011, 0.000], [-0.021, -0.009, -0.008], [0.022, -0.146, 0.025], [0.001, 0.029, -0.016], [0.025, 0.015, 0.003], [-0.002, 0.009, 0.019], [0.015, -0.024, 0.000], [0.029, 0.031, 0.040], [-0.001, -0.006, -0.005], [-0.004, -0.002, -0.002], [-0.014, -0.008, 0.008], [0.031, 0.027, 0.003], [0.034, -0.427, -0.357], [0.051, 0.476, 0.093], [0.115, -0.521, -0.212], [0.013, 0.390, 0.146], [0.124, -0.438, -0.216], [-0.214, -0.339, -0.149], [0.038, -0.050, -0.007], [-0.006, 0.078, -0.055], [0.008, -0.045, -0.018], [0.005, -0.012, 0.071], [-0.017, 0.027, -0.019], [-0.061, 0.239, 0.053], [0.053, -0.022, -0.072], [-0.086, -0.004, 0.039], [0.005, 0.015, -0.013], [0.036, -0.050, -0.041], [0.076, 0.068, -0.027], [0.079, -0.225, 0.202], [0.033, -0.047, -0.001], [-0.022, 0.014, -0.036], [0.037, -0.023, 0.003], [-0.051, 0.021, 0.039], [0.051, 0.017, -0.012], [0.079, 0.266, 0.009], [-0.006, -0.015, 0.022], [0.037, -0.049, -0.012], [0.039, -0.020, -0.051], [-0.057, 0.031, 0.055], [0.019, 0.011, -0.015], [-0.007, 0.041, 0.000], [0.014, 0.035, 0.055], [0.000, 0.087, 0.025], [0.015, -0.009, 0.007], [0.001, -0.002, 0.000], [0.000, 0.012, -0.003], [-0.005, 0.027, 0.052], [-0.010, -0.023, -0.003], [0.009, -0.026, -0.019], [0.001, 0.009, 0.017], [-0.010, 0.010, 0.010], [0.006, -0.032, -0.010], [-0.002, 0.029, -0.018], [-0.002, 0.002, 0.003], [-0.005, -0.004, -0.001], [0.011, 0.011, -0.007], [-0.029, 0.046, -0.008], [0.046, -0.034, -0.026], [-0.013, -0.003, 0.009], [0.000, 0.008, 0.002], [0.007, 0.010, -0.004], [-0.020, -0.034, 0.030], [0.305, -1.252, -0.118], [-0.047, 0.270, -0.063], [-0.044, -0.053, 0.111], [-0.095, -0.084, 0.125], [0.011, 0.433, 0.097], [0.044, -0.038, -0.181], [0.036, -0.020, -0.140], [-0.043, -0.169, -0.022], [-0.023, 0.058, -0.020], [-0.145, 0.208, 0.099], [-0.254, 0.283, -0.090], [0.048, 0.032, 0.062], [0.074, -0.040, -0.015], [-0.002, -0.056, 0.029], [0.052, -0.006, 0.040]],
  "charge": 3,
  "s2": 3.785,
  "multiplicity": 4,
  "molar_mass_g_mol": 884.22,
  "max_force_ev_per_a": 2.10,
  "homo_energy_ev": [-15.57, -15.84],
  "e_lumo_ha": [-0.40621, -0.40698],
  "gap_ev": [4.51, 4.77]
}

---

> Which of these has the lowest charge?

C51H42Cl2N4OP2SZr